Below is C62H51BrIN4O4PPd as an isolated structure, with properties calculated with ωB97M-V with the def2-TZVPD basis set.

Calculated values
**LUMO level (spin up / spin down)**: -7.68 / -7.68 eV
**Kohn-Sham gap (spin up / spin down)**: 4.1 / 4.1 eV
**HOMO level (spin up / spin down)**: -11.78 / -11.79 eV
**Relative energy (zero: lowest compared OMol25 entry of this formula, charge and spin)**: 11.1 kcal/mol
**Charge**: +2
**E_tot**: -6253.6272 hartree
**Max |F|**: 1.14 eV/Å

Each line ends with the Mulliken charge.
CARTESIAN COORDINATES (ANGSTROEM)
I 3.89589 -2.25572 -2.23115  0.1979
Pd -0.22403 -1.26457 -0.24337  0.3720
Br 4.43854 -0.34094 -5.06636  -0.0973
P -0.96658 0.91881 0.90031  2.9289
O 5.84384 5.15853 -1.55530  -0.4662
O -7.74391 -1.24237 3.73885  -0.4186
O -4.22221 2.00007 -7.55706  -0.4513
O 2.19501 -5.21660 7.38214  -0.4259
N -0.81840 -2.47015 1.24656  0.5496
N 0.44274 -0.22904 -1.84095  0.3366
N 1.60458 -1.04134 0.67249  0.1471
N -2.00041 -1.64697 -1.20753  0.4923
C -2.07124 -2.93973 1.42367  -0.9091
C -3.64440 -1.62071 -2.78648  -1.8584
C 1.47958 4.13431 1.47699  -0.6732
C 2.49022 -0.04096 0.39334  1.1869
C -4.35043 -1.87808 2.75858  -0.0847
C -3.27057 0.94215 -4.19123  -0.4945
C -1.00304 0.63956 2.71266  -1.0831
C -1.80512 -0.03458 -5.82566  -0.2813
C -5.44476 -1.50991 3.49092  -0.8688
C 1.00038 5.05651 0.56033  -0.6092
C 1.59832 0.47061 -1.87928  -0.1598
C -2.51781 0.58968 -6.82140  -0.9884
C 1.55842 -4.83835 8.58289  -0.8483
C 4.73708 1.84103 -0.69386  -0.1485
C 3.62755 4.17254 -1.70814  -1.0219
C 2.29574 -4.42633 3.89205  -0.1638
C 3.36469 1.87288 -0.97241  0.3916
C 6.51775 -0.89161 -1.50133  -0.4920
C 0.91083 2.87772 1.56176  -0.6101
C -3.14693 -2.15229 -0.65889  0.1827
C -3.25115 -2.55127 0.68788  1.8811
C 1.95858 -1.59565 1.87584  0.0297
C -2.29427 -1.23822 -2.48134  -0.1785
C -9.08188 -1.35945 3.29817  -0.8560
C -0.02541 -3.04524 2.20584  0.2836
C 1.49815 -2.47593 5.04884  0.0023
C -3.61013 1.42369 -6.52031  0.7165
C -1.48532 -0.50271 -3.34772  1.1057
C 5.55445 -0.96864 -2.49705  -0.0918
C 3.13561 -0.93357 2.36462  -1.6787
C -0.60144 3.44848 -0.22028  -0.9194
C 1.74733 -3.14128 3.84713  -1.0925
C -4.47116 -2.43268 1.46298  -0.0674
C 1.80876 0.95705 -3.20199  -1.6195
C 4.99418 4.13434 -1.41018  0.2839
C -2.17204 0.12379 -4.48638  0.0037
C 6.73816 0.70186 -3.76031  -0.4377
C -5.33781 2.83681 -7.33453  -0.8332
C 7.67796 0.79680 -2.75075  -0.6280
C 2.50225 -5.05630 5.09447  -0.8000
C -0.16142 2.53894 0.73888  0.8463
C 5.33224 6.45088 -1.81482  -0.8448
C -0.14621 -0.12525 -3.07285  -0.3222
C 7.57883 -0.01164 -1.62930  -0.5228
C -2.08001 -3.90399 2.46274  -1.1411
C 1.66880 -3.11246 6.26242  -0.7587
C -6.88211 -2.36070 1.75538  -0.7630
C -3.97440 1.59286 -5.17905  -0.6099
C 3.44051 0.04533 1.47740  -1.4708
C -4.17692 -2.14629 -1.65815  -1.1495
C 5.53802 2.93294 -0.92645  -1.3325
C 2.11916 -4.43866 6.29847  0.6914
C 0.71602 0.59725 -3.94076  -1.8576
C 1.26582 -2.58879 2.55980  0.7695
C 2.47574 0.73462 -0.77523  1.3593
C -0.80101 -3.97239 2.95210  -1.2429
C 5.68136 -0.18931 -3.64169  0.2650
C -0.02900 4.70467 -0.29694  -0.8041
C 2.84344 3.06070 -1.50847  -0.7513
C -2.73178 1.27055 0.54311  -1.1832
C -5.77232 -2.70488 1.01697  -0.6385
C -6.74398 -1.70468 2.98612  0.7732
H 3.17986 5.06428 -2.11459  0.4577
H 1.50204 -5.74347 9.18666  0.2554
H 2.89569 -6.05894 5.15056  0.4419
H -3.36504 -1.69557 3.16254  0.2999
H -9.41561 -2.39930 3.32879  0.3570
H 1.79172 3.12246 -1.73889  0.8166
H -2.26044 0.45833 -7.85976  0.4568
H 6.19672 7.10230 -1.90514  0.2773
H 1.29467 2.16484 2.27622  0.2496
H -2.93776 -4.47074 2.76526  0.7185
H -0.43405 -4.59978 3.73818  0.6384
H 6.43514 -1.52653 -0.63179  0.5525
H 8.32160 0.04006 -0.84769  0.4271
H 4.22968 0.76422 1.56201  0.8938
H -5.16401 -2.54377 -1.55736  0.3241
H -6.13888 2.29806 -6.82378  0.3406
H -9.67502 -0.77080 3.99550  0.2532
H -3.33787 0.42497 0.86833  0.2221
H 2.67909 1.47874 -3.54478  1.2957
H 0.00405 0.49079 3.09711  0.1810
H -1.46216 1.49499 3.20740  0.5797
H -1.58368 -0.25884 2.91319  -0.0957
H 1.42918 6.04555 0.51448  0.4576
H 1.12405 -1.46245 5.03387  0.5324
H -4.79153 2.23980 -4.90612  0.4688
H 0.54885 0.80342 -4.97779  0.7175
H 5.18356 0.92601 -0.34076  0.9228
H 2.51650 -4.94301 2.97229  0.4996
H -9.20531 -0.96509 2.28697  0.3625
H -2.87616 1.41094 -0.52644  0.0635
H -1.39603 3.17728 -0.89759  0.3712
H 4.71258 6.78219 -0.97686  0.3403
H 6.59883 2.89794 -0.72895  0.5927
H 6.82134 1.30889 -4.64973  0.4632
H 4.75844 6.49228 -2.74494  0.3218
H -0.38941 5.41062 -1.02891  0.4479
H 0.54871 -4.46324 8.39470  0.3679
H -3.55991 1.09403 -3.16077  0.4086
H 8.49933 1.48796 -2.85310  0.4605
H -7.86152 -2.60173 1.37447  0.5074
H 3.63881 -1.18179 3.28046  0.7121
H -5.33874 -1.04097 4.45789  0.5069
H -0.98133 -0.68117 -6.08335  0.6685
H -5.68286 3.14836 -8.31740  0.2512
H -4.12048 -1.51540 -3.74145  0.7624
H -3.03556 2.17186 1.07363  0.5412
H -5.06163 3.71757 -6.74908  0.3396
H -5.92191 -3.25110 0.10193  0.6398
H 2.13913 -4.08531 9.12106  0.3262
H 1.43508 -2.58356 7.17353  0.4713
H 2.29533 4.39806 2.13221  0.4852